Record 1
# C4H6N2OS

One molecule with the formula C4H6N2OS in a non-equilibrium geometry (ωB97M-V/def2-TZVPD, the Open Molecules 2025 dataset).

Geometry as XYZ:
```
14
Properties=species:S:1:pos:R:3:forces:R:3
C -0.008181 -1.537121 0.075101 -1.750 0.931 2.563
C -1.143081 0.624222 0.556376 -1.781 0.631 0.065
C -0.054419 -1.146558 -2.307907 0.326 0.103 2.836
C -0.680150 1.976249 1.023181 0.730 -0.004 -0.805
N -0.621071 -0.439984 0.388093 1.192 -0.385 -0.287
N 0.599388 1.841231 1.752375 0.997 -1.681 0.232
O 0.357875 -1.822099 -1.166387 0.423 -0.331 -3.988
S 0.712517 -1.768058 -3.649861 0.302 -1.525 -0.062
H -0.035901 -2.376588 0.779933 0.167 0.415 -0.540
H -0.455385 2.506067 -0.015408 -0.661 -0.664 2.166
H -1.466500 2.538268 1.627305 1.075 -0.780 -1.066
H 0.534125 1.578899 2.783477 -0.350 0.429 -2.018
H 1.176900 -2.979328 -3.109690 -0.010 0.939 -0.473
H 1.083882 1.004799 1.263411 -0.659 1.920 1.376
```
Positions in Å, forces in eV/Å.

Computed properties:
Relative energy (zero: lowest compared OMol25 entry of this formula, charge and spin)   166.45 kcal per mole
E_tot   -738.73943 a.u.
Frontier orbital gap (spin up / spin down)   7.4 / 7.4 eV

Löwdin atomic charge list, values in e, 8 entries: C -0.2398; C -0.0432; C -0.5121; C -0.2756; N 0.0512; N -0.0553; O -0.2043; S 0.7820

Record 2
# C4H6N2OS

One molecule with the formula C4H6N2OS in a non-equilibrium geometry (ωB97M-V/def2-TZVPD, the Open Molecules 2025 dataset).

Geometry as XYZ:
```
14
Properties=species:S:1:pos:R:3:forces:R:3
C 0.208289 2.147804 2.531909 0.133 2.229 0.850
C -0.437310 -0.774332 -1.417353 0.983 -0.767 -0.171
C 0.436405 -0.454913 -2.625668 -2.245 2.140 0.801
C -0.095121 -0.283653 -0.064138 -0.783 -0.477 0.270
N -0.618714 -0.459244 2.145353 1.640 1.406 1.544
N -0.810749 -0.719325 0.898813 -0.946 -0.348 -1.102
O -1.313474 -1.586154 -1.544772 -0.868 -0.258 -0.288
S 0.606678 0.668141 2.862018 -0.011 -1.506 0.262
H 0.840390 2.912345 3.160086 -0.784 -1.553 -1.308
H 0.530387 0.621696 -2.822946 0.101 -0.226 0.180
H -0.061210 -0.907326 -3.427789 -0.881 -0.454 -1.326
H 1.356549 -0.896879 -2.613725 2.681 -1.022 0.615
H 0.714938 0.358048 0.104906 1.229 1.030 0.066
H -1.357057 -0.626208 2.813306 -0.248 -0.194 -0.394
```
Positions in Å, forces in eV/Å.

Computed properties:
Relative energy (zero: lowest compared OMol25 entry of this formula, charge and spin)   142.26 kcal per mole
E_tot   -738.77798 a.u.
Frontier orbital gap   8.6 eV

Löwdin atomic charge list, values in e, 8 entries: C -0.4261; C -0.4308; C -0.0054; C -0.1068; N -0.3091; N -0.0139; O 0.0800; S 0.8548

Record 3
# C4H6N2OS

C4H6N2OS as an isolated structure in a non-equilibrium geometry (ωB97M-V/def2-TZVPD, the Open Molecules 2025 dataset).

Geometry as XYZ:
```
14
Properties=species:S:1:pos:R:3:forces:R:3
C 0.032482 0.890012 0.316502 0.797 3.332 2.348
C 1.617275 1.147054 0.001800 -1.007 -0.223 2.432
C 1.754883 -1.210377 -0.066523 -0.247 -0.764 0.025
C -0.557428 -0.379126 0.012649 0.166 -2.298 -0.183
H -1.685714 2.018119 0.564351 4.012 -0.275 -4.652
H -0.233658 0.904923 1.499782 1.264 0.152 -2.314
H 2.107226 1.867690 0.901251 -1.434 -1.980 -2.809
H 1.476615 1.689157 -0.957711 1.128 -0.361 0.427
H 2.419639 -2.054160 -0.148948 -0.704 -1.073 0.121
H -0.003427 -2.384396 0.372354 1.065 3.066 -1.907
N 2.425341 -0.163298 -0.054596 -0.905 3.983 -0.301
N 0.350290 -1.401607 -0.056255 -0.485 -3.363 1.700
O -0.744188 1.936397 -0.323612 -3.180 0.277 5.164
S -2.164992 -0.578972 -0.028299 -0.470 -0.473 -0.051
```
Positions in Å, forces in eV/Å.

Computed properties:
Relative energy (zero: lowest compared OMol25 entry of this formula, charge and spin)   111.21 kcal per mole
E_tot   -738.82745 a.u.
Frontier orbital gap   8.5 eV

Löwdin atomic charge list, values in e, 8 entries: C -0.4643; C -0.0923; C -0.2397; C -0.8568; H 0.2622; H 0.1813; H 0.1677; H 0.1058

Record 4
# C4H6N2OS

One molecule with the formula C4H6N2OS in a non-equilibrium geometry (ωB97M-V/def2-TZVPD, the Open Molecules 2025 dataset).

Geometry as XYZ:
```
14
Properties=species:S:1:pos:R:3:forces:R:3
C -1.694593 -1.216760 1.153555 -0.722 0.869 2.207
C -1.434628 -0.347438 -0.042145 0.530 -1.796 0.574
N -0.235540 -0.275335 -0.426096 0.742 0.169 -0.394
N -0.140147 0.492984 -1.565930 0.391 1.380 -0.977
C 1.015585 0.924779 -1.901405 -0.532 -1.519 1.448
S 2.542367 0.450781 -1.136106 0.591 0.086 -0.246
C 2.218442 0.787896 0.581070 0.926 -0.817 -0.261
O 2.955441 0.465194 1.464062 -0.171 0.181 -0.168
H -0.858333 -1.589971 1.831051 -0.387 0.996 -1.518
H -2.255928 -2.137983 0.961983 -0.376 0.500 -0.311
H -2.290920 -0.509986 1.818775 0.209 -1.290 -0.427
H -2.223411 0.136008 -0.623828 -0.078 -0.055 0.344
H 1.105555 1.516297 -2.770441 -0.002 0.521 -0.912
H 1.296111 1.303535 0.655455 -1.120 0.774 0.640
```
Positions in Å, forces in eV/Å.

Computed properties:
Relative energy (zero: lowest compared OMol25 entry of this formula, charge and spin)   80.11 kcal per mole
E_tot   -738.87701 a.u.
SMILES string   C/C=N/N=C\SC=O
Frontier orbital gap   9.6 eV

Löwdin atomic charge list, values in e, 8 entries: C -0.0835; C -0.1940; N -0.0299; N -0.0550; C -0.4592; S 0.9441; C -0.6001; O -0.0017

Record 5
# C4H6N2OS

One molecule with the formula C4H6N2OS in a non-equilibrium geometry (ωB97M-V/def2-TZVPD, the Open Molecules 2025 dataset).

Geometry as XYZ:
```
14
Properties=species:S:1:pos:R:3:forces:R:3
N -1.692290 -0.740254 -0.363409 1.847 -1.046 -0.897
C -0.929544 0.255449 0.351557 -0.824 0.529 -0.179
C -1.465194 1.383956 1.109231 2.648 -0.208 -0.959
N -0.447498 2.197190 1.342819 -1.002 0.134 0.301
O 0.687549 1.659643 0.776962 0.877 0.207 0.453
C 0.417507 0.492833 0.218232 -1.766 -1.656 -0.702
C 1.388557 -0.328791 -0.705205 -2.861 2.369 0.381
S 1.385129 -2.090527 -0.513376 -1.099 -0.701 -0.373
H -1.394904 -0.652541 -1.393393 -0.798 -0.243 1.861
H -1.277623 -1.668617 -0.072742 -0.926 1.107 -0.490
H -2.448092 1.721904 1.430536 0.240 -0.505 -0.139
H 0.909033 -0.087234 -1.705230 1.310 -0.351 0.757
H 2.320437 0.126916 -0.518909 1.366 0.266 -0.561
H 2.546933 -2.269926 0.042928 0.988 0.099 0.546
```
Positions in Å, forces in eV/Å.

Computed properties:
Relative energy (zero: lowest compared OMol25 entry of this formula, charge and spin)   83.57 kcal per mole
E_tot   -738.87151 a.u.
SMILES string   Nc1cnoc1CS
Frontier orbital gap   9.9 eV

Löwdin atomic charge list, values in e, 8 entries: N 0.0373; C -0.2944; C -0.0441; N 0.0456; O -0.0126; C -0.2929; C -0.4795; S 0.7600

Record 6
# C4H6N2OS

One molecule with the formula C4H6N2OS in a non-equilibrium geometry (ωB97M-V/def2-TZVPD, the Open Molecules 2025 dataset).

Geometry as XYZ:
```
14
Properties=species:S:1:pos:R:3:forces:R:3
C -1.535981 0.487691 0.097605 -2.177 0.299 -0.725
C -0.557509 -1.680498 -0.018517 0.107 -0.031 0.175
C 0.666606 0.342852 0.547650 3.491 -0.122 0.845
C 1.373652 1.303640 -0.352375 -0.282 -0.335 0.209
N -1.684131 -0.812840 0.001296 -0.040 0.207 -0.017
N 0.603700 -1.037043 0.239036 -0.302 0.300 -0.226
O -0.681869 -2.854277 -0.254863 -0.157 -0.260 -0.093
S -2.350146 1.833714 -0.054129 -0.187 -0.149 0.149
H 0.665637 0.576505 1.606080 -0.452 0.090 0.017
H 1.714271 0.811957 -1.262468 0.055 0.052 -0.048
H 2.219935 1.760260 0.165947 0.084 -0.012 -0.086
H 0.703108 2.119155 -0.630135 -0.038 0.087 -0.149
H -2.575530 -1.252309 -0.212208 -0.041 -0.166 0.003
H 1.438257 -1.598813 0.127076 -0.061 0.039 -0.055
```
Positions in Å, forces in eV/Å.

Computed properties:
Relative energy (zero: lowest compared OMol25 entry of this formula, charge and spin)   0.00 kcal per mole
E_tot   -738.82899 a.u.
Multiplicity   3
Frontier orbital gap (spin up / spin down)   6.4 / 8.2 eV

Löwdin atomic charge list, values in e, 8 entries: C -0.7402; C -0.5341; C -0.2312; C -0.0908; N 0.0693; N 0.0811; O 0.0829; S 0.7312